Record 1
Density functional theory data (the ωB97M-V functional and the def2-TZVPD basis) for a 2-piece molecular cluster, C4H12NO2PS overall at a distorted geometry.

Properties
multiplicity = 3
largest force on an atom = 7.3 eV Å⁻¹
HOMO-LUMO gap (spin up / spin down) = 0.2157 / 0.2368 Eh
LUMO (spin up / spin down) = 0.41 / -3.02 eV
total charge = 0

XYZ file:
```
21
Properties=species:S:1:pos:R:3:forces:R:3:mulliken_charge:R:1
C -1.95909 -0.23263 -0.05791 -0.197 1.759 -1.241 -0.876
C 0.15632 -1.18430 -0.58953 1.438 -6.095 -2.487 -0.724
C 1.58421 0.16261 -3.37056 -0.478 -1.508 -0.269 -0.578
C -0.01118 0.28361 3.83169 -0.824 3.162 -0.227 -0.692
N -0.53802 -0.27419 -0.07060 -0.272 6.114 4.031 0.036
O -0.43643 1.93833 1.39261 -1.624 2.862 1.194 -0.470
O 0.27272 0.28859 -2.81174 0.568 0.358 0.350 -0.473
P 0.53964 0.98813 0.94699 -1.240 -4.808 -1.639 0.501
S 1.00110 -0.44772 2.53868 0.566 0.253 -0.219 -0.096
H -2.39659 -0.18476 0.91349 -0.162 -0.052 0.930 0.246
H -2.08290 0.74461 -0.54978 -1.379 -0.339 0.080 0.324
H -2.45350 -1.03601 -0.62639 0.618 0.238 0.016 0.290
H 1.19178 -1.19635 -0.35577 0.840 -0.680 -0.212 0.430
H -0.48605 -1.99329 -1.01153 1.518 0.178 0.179 0.139
H 0.32861 0.36632 -1.82801 0.017 -0.203 -1.498 0.392
H 1.52716 -0.52409 -4.27237 -0.097 1.205 0.759 0.222
H 2.30469 -0.36403 -2.72474 -0.319 0.197 0.260 0.239
H 1.98194 1.13731 -3.58888 0.281 0.367 -0.483 0.273
H -1.14765 0.16342 3.56045 2.275 0.018 1.086 0.235
H 0.20730 1.47874 3.90633 -0.622 -2.898 -0.292 0.267
H 0.41593 -0.11430 4.76758 -0.908 -0.130 -0.317 0.314
```
Positions in Å, forces in eV/Å.


Record 2
Density functional theory data (the ωB97M-V functional and the def2-TZVPD basis) for C4H12NO2PS2 as an isolated structure at a distorted geometry.

Properties
multiplicity = 1
relative energy (zero: lowest compared OMol25 entry of this formula, charge and spin) = 27.6 kcal/mol
largest force on an atom = 3.7 eV Å⁻¹
HOMO-LUMO gap = 0.2593 Eh
LUMO = -1.17 eV
total charge = 0

XYZ file:
```
22
Properties=species:S:1:pos:R:3:forces:R:3:mulliken_charge:R:1
C -1.64646 -2.32107 0.17221 -1.983 -0.749 -2.715 -0.744
C 0.71913 -2.73838 0.34292 -2.426 -2.309 0.919 -0.776
C -1.32684 3.03422 0.54673 0.618 -2.148 0.820 -0.515
C 2.44200 1.50222 -0.58598 0.541 2.049 3.051 -0.673
N -0.46008 -2.08325 0.90808 1.606 2.474 -0.196 -0.054
O -1.27796 2.21367 -0.63536 0.235 -1.520 -0.207 -0.353
O 1.14195 1.97827 -0.71200 -1.566 0.087 -0.087 -0.330
P -0.16545 1.00703 -0.77156 -0.085 1.012 -0.150 0.557
S -0.25565 0.19332 -2.54313 -0.181 -0.260 1.029 -0.371
S -0.14511 -0.56162 1.53004 -0.732 0.982 -2.070 -0.083
H -1.99338 -3.38124 0.27326 0.737 0.571 -0.357 0.308
H -2.47614 -1.79369 0.54720 -0.793 0.963 1.091 0.355
H -1.73501 -1.97896 -0.97587 1.091 -0.926 2.258 0.205
H 1.03743 -2.42847 -0.63871 -0.506 -0.059 -0.678 0.240
H 1.54370 -2.62257 0.98200 0.953 0.060 1.073 0.300
H 0.24564 -3.76641 0.49185 1.893 0.395 -1.239 0.352
H -2.16266 3.73102 0.43017 0.638 0.085 -0.008 0.229
H -0.28686 3.39022 0.64058 -0.838 0.790 0.409 0.265
H -1.54397 2.31781 1.40911 0.168 1.172 -0.749 0.222
H 2.73020 0.76674 -1.24230 0.419 -1.709 -1.776 0.329
H 2.49528 1.16559 0.45256 0.560 -0.526 -0.055 0.305
H 3.12023 2.37555 -0.62180 -0.347 -0.434 -0.363 0.232
```
Positions in Å, forces in eV/Å.


Record 3
Density functional theory data (the ωB97M-V functional and the def2-TZVPD basis) for a 2-piece molecular cluster, C4H12NO2S overall at a distorted geometry.

Properties
multiplicity = 1
relative energy (zero: lowest compared OMol25 entry of this formula, charge and spin) = 38.7 kcal/mol
largest force on an atom = 3.8 eV Å⁻¹
HOMO-LUMO gap = 0.3336 Eh
LUMO = -3.64 eV
total charge = +1

XYZ file:
```
20
Properties=species:S:1:pos:R:3:forces:R:3:mulliken_charge:R:1
O -1.16094 0.90030 2.13450 0.355 -0.310 0.004 -0.452
C -1.10734 0.05101 1.27547 -1.147 0.975 1.055 -0.017
C -0.73818 0.53196 -0.13640 -0.149 0.409 1.618 -0.284
C 0.19992 -0.42814 -0.90476 -1.735 1.078 0.463 -0.423
C -0.36001 -1.84668 -0.93098 -0.813 0.039 0.684 -0.846
S -2.18546 -1.97020 -0.93656 -0.584 0.649 -0.053 -0.215
N -0.09084 1.89243 0.14391 1.830 0.796 -3.193 -0.317
H -1.49619 -0.94683 1.55153 0.488 -0.111 -0.764 0.397
H -1.70084 0.88678 -0.59147 0.793 -1.146 -0.232 0.384
H 0.22248 0.01805 -1.87794 0.497 -0.206 -0.917 0.417
H 1.17952 -0.43489 -0.44312 0.242 0.145 0.054 0.284
H -0.10622 -2.38172 -0.01024 0.693 -0.105 -0.625 0.363
H -0.05694 -2.26880 -1.85830 0.676 -0.901 -0.268 0.468
H -2.37006 -3.03530 -1.71854 0.309 -0.075 -0.107 0.177
H 0.17072 2.26633 -0.82566 -0.101 -0.685 1.381 0.393
H 0.82089 1.88768 0.66826 -1.005 -0.289 0.092 0.290
H -0.73238 2.62540 0.43914 -0.114 -0.384 0.959 0.380
H 3.13114 0.15486 1.82760 -0.328 0.006 0.263 0.317
H 3.57865 1.16476 0.83298 -0.148 0.265 -0.016 0.326
O 2.80210 0.93302 1.36060 0.242 -0.150 -0.399 -0.643
```
Positions in Å, forces in eV/Å.


Record 4
Density functional theory data (the ωB97M-V functional and the def2-TZVPD basis) for a 2-piece molecular cluster, C4H12NO3 overall at a distorted geometry.

Properties
multiplicity = 1
relative energy (zero: lowest compared OMol25 entry of this formula, charge and spin) = 60.3 kcal/mol
largest force on an atom = 3.9 eV Å⁻¹
HOMO-LUMO gap = 0.2503 Eh
LUMO = 3.28 eV
total charge = -1

XYZ file:
```
20
Properties=species:S:1:pos:R:3:forces:R:3:mulliken_charge:R:1
C -0.71777 0.13629 0.06137 0.561 -0.280 0.334 -0.727
C -0.52681 0.68504 -1.38842 1.441 -0.084 1.896 -0.711
C -1.30213 -0.02119 -2.43313 -2.412 -0.365 -0.521 -0.149
O -1.15232 0.52671 -3.74791 1.319 3.382 -0.162 -0.533
N 0.46433 -0.66120 0.44446 -2.118 -0.540 1.319 -0.514
C 1.49612 0.26076 1.11072 1.003 -2.379 1.448 -0.405
O 1.36570 0.49327 2.43949 -1.376 0.810 0.933 -0.824
H -0.71436 0.87446 0.88614 -0.798 0.612 -0.854 0.435
H -1.62115 -0.49915 0.21555 0.322 0.533 -0.594 0.452
H -0.84111 1.71637 -1.35156 -0.375 0.595 -0.418 0.269
H 0.57361 0.71960 -1.52860 -0.539 -0.266 -0.231 0.357
H -1.14084 -1.10164 -2.72046 -0.045 0.865 1.529 0.236
H -2.40014 0.16412 -2.00777 1.644 -0.837 -1.361 0.154
H -0.69429 1.46707 -3.70541 -1.523 -2.934 0.150 0.310
H -0.03606 -1.24087 1.21804 2.372 0.918 -1.119 0.253
H 2.34834 -0.48747 1.09204 0.266 1.322 -1.168 0.304
H 1.58196 1.26815 0.57122 0.055 -1.466 -0.126 0.247
H 0.95803 -0.61962 3.34787 -0.425 -2.315 -1.463 0.401
H 1.58654 -1.88522 3.95544 2.414 -0.896 1.274 0.239
O 0.77233 -1.79548 3.54091 -1.788 3.326 -0.866 -0.794
```
Positions in Å, forces in eV/Å.


Record 5
Density functional theory data (the ωB97M-V functional and the def2-TZVPD basis) for a 3-piece molecular cluster, C4H12NO3 overall at a distorted geometry.

Properties
multiplicity = 1
relative energy (zero: lowest compared OMol25 entry of this formula, charge and spin) = 203.5 kcal/mol
largest force on an atom = 5.2 eV Å⁻¹
HOMO-LUMO gap = 0.1437 Eh
LUMO = -0.44 eV
total charge = -1

XYZ file:
```
20
Properties=species:S:1:pos:R:3:forces:R:3:mulliken_charge:R:1
C 0.90700 0.91463 0.90090 -3.029 -1.088 1.524 -0.699
O 0.10556 0.27660 1.97053 1.266 0.346 -1.913 -0.550
C 0.60834 0.27576 -0.43015 -2.072 -3.846 0.855 -0.122
C -0.79956 0.10185 -1.08326 2.280 2.219 -0.095 -0.530
C -1.76863 -0.89100 -0.38389 -1.500 -4.966 0.047 -0.262
O -2.63224 -1.41435 -1.32069 1.588 1.579 1.466 -0.629
N 1.50467 2.47474 -1.53598 1.003 -2.704 -0.207 -0.675
H 1.97897 0.82719 1.04289 0.030 0.443 0.420 0.291
H 0.43114 1.85035 0.80140 0.451 1.755 0.482 0.525
H 1.33767 -0.53699 -0.45120 -0.407 -0.600 -0.898 0.368
H -0.87137 -0.25149 -2.11500 0.958 0.201 0.257 0.432
H -1.27284 1.07901 -1.03181 -0.199 0.133 -0.170 0.172
H -2.24841 -0.49185 0.46912 -0.863 1.928 0.723 0.288
H -1.20256 -1.68030 0.15178 0.519 0.031 -0.786 0.234
H 2.45086 2.39525 -1.21567 0.266 0.383 0.166 0.144
H 1.04952 1.11677 -1.08093 0.379 3.864 -2.337 0.369
H 1.21197 3.37309 -1.85386 -0.864 0.374 0.307 0.087
H 0.46770 -0.68802 1.94736 0.467 -0.411 0.413 0.418
H 1.70150 -2.60588 2.12329 -0.088 0.084 0.024 0.111
O 1.37046 -1.87697 1.59302 -0.184 0.278 -0.279 -0.972
```
Positions in Å, forces in eV/Å.


It is found that the calculated total energy values, taken in the order of the records, are -30047.0829 -40885.4644 -20755.4642 -11973.3373 -11967.1263 eV.